1.
{
  "formula": "C6H17NiO7S2",
  "method": "ωB97M-V/def2-TZVPD",
  "symbols": ["Ni", "O", "H", "O", "S", "O", "O", "C", "C", "C", "H", "H", "H", "H", "H", "H", "H", "H", "O", "S", "O", "O", "C", "C", "C", "H", "H", "H", "H", "H", "H", "H", "H"],
  "positions_angstrom": [[-0.203, -0.331, -1.019], [0.111, -0.590, 0.827], [0.609, -0.949, 1.556], [-1.343, -2.077, -1.148], [-2.309, -3.144, -0.975], [-3.502, -3.157, -1.768], [-1.567, -4.590, -1.153], [-0.214, -4.687, -0.682], [0.857, -4.987, -1.731], [-2.711, -3.232, 0.768], [-0.279, -5.515, 0.033], [0.082, -3.820, -0.087], [0.926, -4.066, -2.319], [0.630, -5.800, -2.414], [1.814, -5.134, -1.237], [-3.424, -4.044, 0.912], [-3.278, -2.364, 1.099], [-1.789, -3.384, 1.320], [0.641, 1.678, -0.978], [1.339, 2.857, -0.473], [2.280, 3.537, -1.330], [0.149, 3.870, -0.048], [0.357, 5.309, -0.047], [0.351, 5.814, 1.394], [1.985, 2.486, 1.139], [-0.383, 5.726, -0.723], [1.353, 5.521, -0.442], [-0.642, 5.835, 1.848], [0.728, 6.839, 1.347], [0.939, 5.292, 2.147], [2.888, 1.927, 0.865], [1.342, 1.786, 1.663], [2.265, 3.394, 1.656]],
  "total_charge": 1,
  "energy_ev": -83534.5387,
  "multiplicity": 3,
  "e_lumo_ev": [-4.2, -5.7],
  "homo_energy_ha": [-0.5260, -0.5143],
  "de_lowest_kj_mol": 0.00
}

=====

2.
{
  "formula": "C5H13ClI2N2OPSSc",
  "method": "ωB97M-V/def2-TZVPD",
  "symbols": ["I", "I", "Sc", "P", "C", "C", "H", "H", "H", "C", "H", "H", "H", "H", "H", "H", "C", "O", "Cl", "N", "C", "N", "S", "H", "H", "H", "H"],
  "positions_angstrom": [[-0.323, 2.787, 0.419], [0.724, -2.724, -0.315], [-0.265, -0.032, -0.131], [0.403, 0.429, -2.540], [2.108, 0.808, -2.787], [-0.094, -1.030, -3.443], [-1.677, 1.630, -2.689], [-0.597, 1.716, -4.139], [-0.268, 2.719, -2.652], [-0.653, 1.777, -3.050], [-1.088, -1.362, -3.127], [-0.096, -0.671, -4.475], [2.168, 0.971, -3.863], [2.728, -0.031, -2.462], [0.623, -1.835, -3.269], [2.376, 1.704, -2.221], [1.934, 0.303, 0.488], [2.982, 0.456, 0.836], [-2.437, -0.381, -0.701], [-1.128, 0.387, 4.394], [-0.766, -0.649, 3.601], [-0.687, -1.916, 4.072], [-0.405, -0.363, 2.071], [-1.348, 0.274, 5.383], [-1.164, 1.288, 3.964], [-0.416, -2.621, 3.418], [-0.883, -2.156, 5.044]],
  "total_charge": 2,
  "energy_ev": -79958.2993,
  "e_lumo_ev": [-10.5, -10.5],
  "homo_energy_ha": [-0.5806, -0.5805]
}

=====

3.
{
  "formula": "C9H12BrN",
  "method": "ωB97M-V/def2-TZVPD",
  "symbols": ["C", "C", "C", "C", "C", "C", "N", "C", "C", "C", "Br", "H", "H", "H", "H", "H", "H", "H", "H", "H", "H", "H", "H"],
  "positions_angstrom": [[-1.260, -3.093, -0.107], [-0.389, -2.073, -0.161], [-0.781, -0.724, -0.555], [-1.893, -0.437, -1.313], [-1.840, 0.909, -1.606], [-0.730, 1.415, -0.992], [-0.025, 0.439, -0.372], [1.137, 0.713, 0.405], [1.742, 2.087, 0.331], [0.938, 0.313, 1.924], [2.698, -0.404, -0.326], [-0.947, -4.067, 0.268], [-2.240, -3.274, -0.490], [0.623, -2.247, 0.008], [-2.408, -1.251, -1.746], [-2.649, 1.449, -2.081], [-0.467, 2.437, -1.033], [2.205, 2.263, -0.703], [0.966, 2.905, 0.471], [2.443, 2.384, 1.102], [1.908, 0.022, 2.384], [0.446, 0.965, 2.613], [0.523, -0.731, 1.977]],
  "energy_ev": -81058.3881,
  "e_lumo_ev": 0.5,
  "homo_energy_ha": -0.2864,
  "smiles": "C=Cc1cccn1C(C)(C)Br",
  "de_lowest_kj_mol": 0.00
}

=====

4.
{
  "formula": "C20H18N4O4",
  "method": "ωB97M-V/def2-TZVPD",
  "symbols": ["C", "O", "C", "C", "C", "C", "C", "N", "O", "C", "C", "O", "C", "C", "N", "C", "N", "C", "C", "C", "C", "C", "C", "N", "C", "C", "O", "C", "H", "H", "H", "H", "H", "H", "H", "H", "H", "H", "H", "H", "H", "H", "H", "H", "H", "H"],
  "positions_angstrom": [[3.907, 1.323, 0.515], [2.968, 1.662, 1.513], [1.639, 1.722, 1.252], [0.853, 1.978, 2.376], [-0.522, 2.045, 2.312], [-1.160, 1.846, 1.091], [-2.597, 1.706, 1.014], [-3.110, 1.358, -0.093], [-4.455, 0.952, -0.094], [-4.583, -0.035, -1.110], [-3.235, -0.696, -1.326], [-2.612, -0.514, -2.490], [-2.620, -1.356, -0.306], [-3.314, -1.581, 0.900], [-3.831, -1.794, 1.902], [-1.206, -1.674, -0.282], [-0.381, -1.651, -1.294], [0.860, -1.889, -0.767], [2.102, -1.968, -1.390], [3.204, -2.191, -0.592], [3.093, -2.338, 0.794], [1.870, -2.274, 1.432], [0.759, -2.052, 0.636], [-0.575, -1.928, 0.913], [-0.379, 1.624, -0.048], [1.001, 1.562, 0.001], [1.772, 1.357, -1.108], [1.128, 1.194, -2.354], [3.693, 0.345, 0.079], [4.866, 1.292, 1.032], [3.943, 2.074, -0.276], [1.369, 2.109, 3.314], [-1.099, 2.227, 3.206], [-3.179, 1.793, 1.931], [-5.338, -0.740, -0.751], [-4.933, 0.427, -2.045], [-3.086, 0.117, -3.049], [2.188, -1.854, -2.458], [4.183, -2.254, -1.044], [3.986, -2.504, 1.377], [1.783, -2.387, 2.502], [-1.015, -1.964, 1.818], [-0.899, 1.472, -0.978], [1.933, 1.032, -3.068], [0.458, 0.330, -2.353], [0.574, 2.097, -2.632]],
  "energy_ev": -35179.5114,
  "e_lumo_ev": 0.1,
  "homo_energy_ha": -0.2906,
  "smiles": "COc1ccc(/C=N/OC/C(O)=C(\\C#N)c2nc3ccccc3[nH]2)cc1OC",
  "de_lowest_kj_mol": 392.05
}